78
Properties=species:S:1:pos:R:3 method="wB97M-V/def2-TZVPD" largest_force_ev_per_a=6.2 e_lumo_ev=-4.9979 homo_energy_ha=-0.4344 gap_ev=6.8 total_charge=+1
C 2.066 3.417 2.149
O 0.253 -3.390 1.757
C -1.466 2.086 -1.155
C 0.245 -4.399 4.687
H -3.358 3.006 -1.586
H 0.357 -3.396 5.106
H 0.408 2.792 3.900
H -2.198 3.149 1.107
H -1.435 -5.228 0.819
H -2.468 -5.661 2.216
C 0.567 -1.883 -3.443
O -2.264 -3.640 1.857
H 1.720 -2.430 0.702
H -1.352 2.185 -2.323
C -3.294 -2.492 -5.070
H -3.720 -0.176 1.298
O -0.679 -1.787 -4.097
N 2.354 5.997 2.430
H 0.390 -4.210 -7.234
H -3.927 2.108 3.886
O -1.110 -1.878 3.415
H 4.341 5.394 -1.004
C 1.102 -2.273 1.589
C 2.878 4.628 2.896
H -2.210 2.169 3.065
H 0.564 -1.208 -2.585
H 1.755 -2.173 2.462
H 1.385 -1.600 -4.110
H 5.925 3.384 -0.914
P -0.758 -2.328 -5.613
P -0.999 -3.217 2.759
O -4.341 0.514 0.921
H 0.522 -1.357 1.449
N -2.963 2.336 -0.873
H -0.900 2.969 -0.637
C 5.470 1.628 0.465
O -2.305 -2.120 -6.007
H 4.884 0.620 0.281
N 1.847 1.935 -0.197
H -1.485 -0.179 -1.398
H -3.169 0.477 3.317
O 0.223 -1.700 -6.551
O 3.848 5.209 -0.129
C -3.998 1.814 1.524
H -1.794 0.306 0.397
H 4.044 4.542 2.871
H 0.051 -5.100 5.502
C -1.143 0.595 -0.557
H 1.360 -4.392 -5.738
H 6.631 1.391 0.333
H 2.574 4.569 4.049
H -4.278 -2.368 -5.530
H -3.172 -3.536 -4.771
C 0.307 1.490 1.796
C 4.960 2.765 -0.606
H 5.278 2.022 1.550
H 1.168 -4.694 4.178
B 3.741 3.742 -0.012
H 0.716 -2.907 -3.087
O 0.275 0.314 -0.298
C 2.433 2.941 0.676
C -3.270 1.625 3.014
O -0.623 -3.926 -5.447
N 0.846 1.315 0.452
H 1.821 5.782 1.545
O -0.833 -4.454 3.780
C -3.175 2.837 0.540
H -5.040 2.344 1.767
H -3.202 -5.056 0.719
H 1.607 6.324 3.116
C 0.836 2.602 2.832
H 0.187 -5.644 -6.210
C -2.336 -4.967 1.380
C 0.385 -4.569 -6.201
H -0.571 0.783 2.165
H -3.823 3.834 0.440
H -3.241 -1.843 -4.190
H 4.576 2.240 -1.586

=====

68
Properties=species:S:1:pos:R:3 method="wB97M-V/def2-TZVPD" e_above_lowest_kcal_mol=43.6 largest_force_ev_per_a=3.3 e_lumo_ev=-2.2787 homo_energy_ha=-0.3400 gap_ev=7.0 total_charge=+1
C -0.220 5.080 -0.252
C -0.678 3.625 -0.352
H 1.275 -3.462 0.183
C 2.452 -0.449 -2.131
H -2.758 3.451 -0.905
H 2.765 1.959 0.102
H -1.118 -3.087 1.092
S -0.101 -1.176 2.045
H 3.197 -0.250 -2.916
H 0.790 -1.308 5.521
H 1.738 -1.422 4.048
C 1.094 2.189 3.223
H -0.166 -5.288 -1.818
H -1.608 -4.498 0.131
H -0.936 4.849 2.395
C -2.438 -3.117 -2.075
C -2.221 -0.092 0.733
P 0.199 -2.238 -1.503
H 0.114 5.421 -1.240
C 0.383 -3.717 -0.411
H -0.521 -2.714 -4.767
H 1.550 -1.904 -3.497
H 0.629 5.239 0.429
C 0.687 -4.976 -1.206
H -1.490 3.201 2.710
C -0.183 -0.962 3.729
C -0.753 -3.985 0.581
H 0.286 -3.928 -3.783
H -1.541 0.574 -1.435
H 1.469 4.136 2.293
H -1.388 -1.588 -3.085
C 0.680 3.353 2.279
N 0.874 -1.191 4.514
H 1.563 -4.878 -1.854
H -0.553 4.055 3.929
H -1.030 5.740 0.080
H 3.128 2.083 -2.258
H 2.994 -0.476 -1.169
Ca 0.131 0.149 -0.274
H 1.173 2.533 4.268
C -2.155 3.355 0.011
H -2.100 -0.288 3.650
P 0.525 2.615 0.571
H -1.398 -0.330 5.272
N 1.507 0.719 -2.162
H -2.708 -2.549 -1.175
N -1.332 -0.535 4.277
H -2.337 2.330 0.377
C -1.147 -2.603 -2.721
C 1.767 -1.819 -2.418
H 2.495 -2.617 -2.191
H -2.549 4.068 0.748
H 1.520 2.775 -2.569
C 2.085 2.106 -1.908
H 0.300 1.426 3.173
C -0.667 -3.407 -3.929
H -1.419 -4.145 -4.235
H -2.424 -4.183 -1.818
H 1.194 0.747 -3.150
H -0.543 3.265 -1.386
H 0.900 -5.786 -0.497
H -0.370 -4.638 1.374
C 2.065 2.602 -0.448
O -3.276 -0.312 1.160
H 2.447 3.630 -0.399
C -0.651 3.897 2.846
H 2.054 1.709 2.986
H -3.254 -2.963 -2.793

=====

69
Properties=species:S:1:pos:R:3 method="wB97M-V/def2-TZVPD" largest_force_ev_per_a=3.1 e_lumo_ev=-4.7170 homo_energy_ha=-0.3858 gap_ev=5.8 total_charge=+1
O 0.810 -4.971 1.566
H 2.264 4.460 0.772
H 2.423 -5.436 0.404
H -1.292 -8.369 3.651
P -0.312 -1.487 -2.670
H -2.379 -4.617 2.519
C -0.128 6.477 -0.260
H -1.063 -5.334 3.421
H 1.443 8.019 4.044
Cl -0.567 3.638 -2.878
H 1.784 -3.791 0.177
H -1.744 -1.343 -2.778
H -1.567 8.032 0.017
C 0.136 -7.170 5.207
O 0.386 -7.131 3.811
H 1.130 10.516 1.923
H -0.845 5.650 -0.190
H -1.722 -5.228 -3.372
O 1.159 6.087 0.218
H 0.215 -8.946 2.892
H -0.936 -7.091 5.416
H -0.562 6.745 3.716
C -0.670 0.967 -4.103
H 0.541 6.200 2.473
C -0.408 -8.063 3.078
C 2.047 9.921 1.974
C 1.342 4.681 0.227
H -1.316 -8.272 1.155
Cl 0.225 -1.865 -0.608
H 2.665 10.248 2.814
H -2.427 -3.395 -3.163
H -1.706 0.838 -3.544
O -1.871 -6.458 1.858
H -0.015 -7.107 1.150
C -0.044 7.060 2.804
H 0.515 4.180 0.741
H -0.013 6.756 -1.314
C -1.947 -4.190 -3.878
H -0.426 -3.377 1.886
H 1.462 0.052 -3.728
C -0.616 -3.684 -4.689
H 0.729 0.841 -2.181
H 0.539 -8.096 5.637
H 0.209 9.124 3.379
C -0.501 -4.406 1.521
O -1.084 7.361 1.863
C -0.282 2.555 -4.388
C -0.858 -7.467 1.741
H -0.775 0.419 -5.143
H 1.203 -3.475 -3.159
C -1.458 -5.201 2.413
H 0.836 2.671 -4.789
H 0.636 -6.314 5.668
H 0.034 8.513 0.524
C -0.666 7.675 0.527
C 0.844 8.256 3.160
H 2.601 10.071 1.045
H -0.890 -4.395 0.494
O 1.751 8.540 2.094
H 0.915 -5.210 -0.496
C 1.512 -4.837 0.342
C 0.449 0.214 -3.129
H -0.935 -3.141 -5.704
H -1.002 2.944 -5.233
H 1.434 4.305 -0.800
H 1.144 -2.240 -4.583
H -2.775 -4.416 -4.708
C 0.457 -2.821 -3.799
H -0.041 -4.671 -5.035

=====

70
Properties=species:S:1:pos:R:3 method="wB97M-V/def2-TZVPD" e_above_lowest_kcal_mol=30.8 largest_force_ev_per_a=2.8 e_lumo_ev=0.2917 homo_energy_ha=-0.3515 gap_ev=9.9
H -21.778 -9.122 8.336
H -16.208 -3.906 5.784
H -22.992 -10.004 14.363
C -22.110 -1.032 5.954
H -22.277 -13.061 1.792
H -19.059 -8.993 13.376
H -23.333 -5.192 9.513
C -23.298 -8.500 15.814
H -20.744 -5.061 2.058
Cl -21.076 -1.344 7.434
H -19.963 -6.359 3.969
C -19.979 -5.830 1.953
H -22.983 -7.465 15.945
H -18.082 -16.839 7.356
H -17.640 -13.948 4.603
H -24.141 -5.323 8.017
H -17.224 -16.575 8.720
H -25.390 -5.405 10.299
C -22.897 -8.919 14.419
C -19.668 -8.241 12.875
H -16.754 -12.397 4.318
H -16.246 -3.708 3.990
O -23.268 -7.055 8.428
H -25.926 -6.705 9.138
H -22.142 -8.690 6.618
H -19.409 -5.620 1.048
H -19.347 -8.019 11.857
Cl -22.928 -10.810 1.575
H -21.563 -0.606 5.113
C -16.721 -13.388 4.772
Cl -21.165 -11.913 3.578
O -16.825 -14.547 6.896
H -17.575 -3.088 4.942
C -19.176 -6.209 3.230
O -18.278 -5.180 3.468
H -19.005 -16.306 8.828
H -18.700 -7.178 3.078
H -24.386 -8.456 15.781
C -25.111 -6.296 9.736
C -21.593 -8.422 7.521
H -20.527 -8.461 7.297
C -18.108 -16.177 8.222
C -22.523 -12.230 2.452
H -23.506 -8.373 13.700
C -16.833 -3.885 4.891
H -18.904 -14.504 7.221
Cl -23.919 -12.825 3.423
H -16.776 -6.052 4.656
H -21.764 -7.942 12.262
C -17.525 -5.260 4.634
H -18.174 -5.432 5.494
H -21.328 -6.617 8.777
H -24.819 -7.014 10.502
H -17.761 -12.652 6.535
H -20.593 -6.708 1.752
H -21.952 -6.397 6.994
H -16.015 -12.577 6.531
Cl -23.403 0.067 6.484
C -16.863 -13.206 6.259
O -21.537 -8.665 14.212
C -17.979 -14.702 7.762
Cl -22.663 -2.609 5.261
H -23.001 -9.164 16.626
H -19.551 -7.286 13.388
C -23.877 -5.909 8.897
H -15.757 -13.859 4.579
C -21.927 -6.953 7.931
C -21.139 -8.632 12.828
H -21.442 -9.579 12.380
H -18.066 -14.081 8.653

=====

73
Properties=species:S:1:pos:R:3 method="wB97M-V/def2-TZVPD" e_above_lowest_kcal_mol=0.0 largest_force_ev_per_a=0.7 e_lumo_ev=0.3214 homo_energy_ha=-0.3299 gap_ev=9.3
C 0.399 -1.445 0.424
C 5.199 1.450 -0.888
C 9.549 1.116 0.001
C -4.134 0.093 6.381
H 5.460 0.389 -0.833
H -0.395 -0.466 4.291
H 0.561 -0.398 0.132
H -3.713 1.133 4.081
S 6.312 4.448 -1.292
H -5.133 1.196 -2.745
O 5.274 4.714 -2.215
H 7.791 0.316 -0.983
H -1.700 -1.348 0.663
H -6.787 0.984 -4.567
H -3.964 0.596 -4.529
H 10.253 1.933 -0.161
C -7.110 -0.010 -4.252
H 1.237 -2.569 -2.117
H -1.377 0.893 4.849
H 10.069 0.166 -0.100
H -4.480 -0.161 3.155
C -2.475 -0.628 3.747
O 2.833 1.507 -1.241
C -3.897 -0.464 -4.262
H 5.243 1.747 -1.936
O 7.207 3.258 -1.865
H -6.668 -0.745 -4.925
N -1.220 -3.334 0.296
H -2.457 -1.680 -1.559
Cl 3.469 1.742 1.254
H -3.217 -2.393 3.042
O -4.526 -0.447 5.136
H -1.460 -0.673 5.671
H -2.859 -0.785 -4.355
C -1.380 -1.610 -1.423
N -2.567 -2.091 3.763
H -5.216 0.123 -1.343
C 1.835 -1.995 -1.405
H -0.464 -3.841 -0.156
O 7.144 5.480 -0.790
H -1.088 -3.503 1.290
H -1.072 -0.602 -1.711
H -3.300 -0.456 6.826
H -6.859 -1.867 -1.510
H -3.852 1.147 6.285
H 6.283 1.851 0.936
C 7.541 2.442 -0.706
H 2.876 -2.300 -1.513
H -7.403 0.301 -2.166
O -4.281 -0.679 -2.920
C -1.007 -1.908 0.026
H -2.176 -0.328 2.737
H -8.191 -0.072 -4.371
H 8.802 1.336 -2.002
O 1.454 -2.252 -0.067
H 9.190 1.215 1.028
H 8.090 3.116 -0.036
H -4.989 0.019 7.051
O 5.713 3.645 -0.030
C -5.311 0.157 -2.432
C -1.367 -0.188 4.698
H -6.254 -2.250 -2.953
H -3.015 -2.361 4.635
C 8.395 1.226 -0.995
C -6.731 -0.286 -2.800
C 6.171 2.279 -0.059
C 3.744 1.566 -0.492
N -6.979 -1.697 -2.504
H -4.501 -1.046 -4.962
C -3.829 0.043 4.009
H 0.477 -1.496 1.513
H -0.918 -2.321 -2.109
H 1.749 -0.930 -1.643

=====

72
Properties=species:S:1:pos:R:3 method="wB97M-V/def2-TZVPD" largest_force_ev_per_a=0.6 e_lumo_ev=-3.4865 homo_energy_ha=-0.4327 gap_ev=8.3 total_charge=+1
H -0.040 -1.728 -0.392
H 0.968 -5.085 -1.361
H 3.573 4.165 -1.833
H 0.693 5.059 -0.956
H -1.877 -8.654 -3.091
H -0.052 3.459 -1.059
H -0.671 -7.522 -3.726
N 0.389 2.598 1.958
N 0.473 -1.519 1.580
C 1.553 3.765 -2.472
C -0.181 -8.319 -1.781
H -0.112 6.436 6.568
H 0.129 -10.435 -1.469
H 1.866 -3.220 -0.171
H 1.000 -4.253 0.964
O 1.127 3.797 4.872
C -3.233 3.322 -3.129
H 2.361 2.058 -1.997
H 0.881 4.088 -3.270
H 2.589 5.853 3.998
H -1.799 -4.546 -0.844
C -3.234 3.584 -4.626
C -0.009 -2.379 0.485
C -3.285 1.833 -2.823
H 1.647 -8.708 -2.360
H 0.156 5.466 4.267
H -0.088 0.307 0.695
H 1.904 7.074 5.081
N 0.327 -0.157 1.489
C -0.359 -9.593 -0.970
H 2.822 5.712 5.741
C 2.871 4.509 -2.598
N 1.262 -0.594 3.435
H 0.097 -9.487 0.015
H 3.323 4.324 -3.572
N -0.978 -5.093 -0.613
C 2.111 6.010 4.965
C 0.837 5.192 5.075
H -1.414 -9.837 -0.842
C -0.809 -8.443 -3.160
H -0.042 -3.688 -1.820
H -3.198 4.654 -4.826
H 1.538 3.639 -0.318
H -1.017 -5.239 0.391
C -0.828 2.611 1.747
H -0.634 -7.481 -1.252
H 2.732 5.584 -2.477
H -2.406 1.332 -3.240
H 0.803 5.074 7.229
C 0.875 -3.557 0.137
C 0.893 4.000 -1.123
N 0.850 1.666 2.901
H -2.355 3.128 -5.091
C 0.812 0.374 2.626
C 0.238 -4.359 -1.007
Cl 1.376 -3.235 3.400
O 1.207 -7.988 -1.893
H -0.335 -9.252 -3.723
O 1.752 2.362 -2.679
C 1.033 -1.715 2.782
H -4.089 3.820 -2.671
H -1.303 3.493 -2.911
H 1.209 2.028 3.778
H -4.177 1.370 -3.248
C 0.147 5.390 6.413
H -1.039 -2.671 0.690
H 1.729 3.525 5.575
S -2.335 2.554 1.433
H -4.125 3.171 -5.101
H -0.764 4.793 6.470
H -3.286 1.664 -1.744
O -2.081 3.911 -2.522

=====

What did the second record say?
68
Properties=species:S:1:pos:R:3 method="wB97M-V/def2-TZVPD" e_above_lowest_kcal_mol=43.6 largest_force_ev_per_a=3.3 e_lumo_ev=-2.2787 homo_energy_ha=-0.3400 gap_ev=7.0 total_charge=+1
C -0.220 5.080 -0.252
C -0.678 3.625 -0.352
H 1.275 -3.462 0.183
C 2.452 -0.449 -2.131
H -2.758 3.451 -0.905
H 2.765 1.959 0.102
H -1.118 -3.087 1.092
S -0.101 -1.176 2.045
H 3.197 -0.250 -2.916
H 0.790 -1.308 5.521
H 1.738 -1.422 4.048
C 1.094 2.189 3.223
H -0.166 -5.288 -1.818
H -1.608 -4.498 0.131
H -0.936 4.849 2.395
C -2.438 -3.117 -2.075
C -2.221 -0.092 0.733
P 0.199 -2.238 -1.503
H 0.114 5.421 -1.240
C 0.383 -3.717 -0.411
H -0.521 -2.714 -4.767
H 1.550 -1.904 -3.497
H 0.629 5.239 0.429
C 0.687 -4.976 -1.206
H -1.490 3.201 2.710
C -0.183 -0.962 3.729
C -0.753 -3.985 0.581
H 0.286 -3.928 -3.783
H -1.541 0.574 -1.435
H 1.469 4.136 2.293
H -1.388 -1.588 -3.085
C 0.680 3.353 2.279
N 0.874 -1.191 4.514
H 1.563 -4.878 -1.854
H -0.553 4.055 3.929
H -1.030 5.740 0.080
H 3.128 2.083 -2.258
H 2.994 -0.476 -1.169
Ca 0.131 0.149 -0.274
H 1.173 2.533 4.268
C -2.155 3.355 0.011
H -2.100 -0.288 3.650
P 0.525 2.615 0.571
H -1.398 -0.330 5.272
N 1.507 0.719 -2.162
H -2.708 -2.549 -1.175
N -1.332 -0.535 4.277
H -2.337 2.330 0.377
C -1.147 -2.603 -2.721
C 1.767 -1.819 -2.418
H 2.495 -2.617 -2.191
H -2.549 4.068 0.748
H 1.520 2.775 -2.569
C 2.085 2.106 -1.908
H 0.300 1.426 3.173
C -0.667 -3.407 -3.929
H -1.419 -4.145 -4.235
H -2.424 -4.183 -1.818
H 1.194 0.747 -3.150
H -0.543 3.265 -1.386
H 0.900 -5.786 -0.497
H -0.370 -4.638 1.374
C 2.065 2.602 -0.448
O -3.276 -0.312 1.160
H 2.447 3.630 -0.399
C -0.651 3.897 2.846
H 2.054 1.709 2.986
H -3.254 -2.963 -2.793